{
  "formula": "C34H96N6O11",
  "method": "wB97M-V/def2-TZVPD",
  "fmax_ev_per_a": 3.555,
  "homo_lumo_gap_ev": 9.176,
  "total_charge": 0,
  "smiles": "COC[C@H](C)N.COC[C@H](C)N.COC[C@H](C)N.COC[C@H](C)N.COC[C@H](C)N.COC[C@H](C)N.CCO.CCO.CCO.CCO.CCO",
  "energy_ha": -2508.98947,
  "relative_energy_kcal_mol": 31.4,
  "elements": ["C", "O", "C", "C", "C", "N", "H", "H", "H", "H", "H", "H", "H", "H", "H", "H", "H", "C", "O", "C", "C", "C", "N", "H", "H", "H", "H", "H", "H", "H", "H", "H", "H", "H", "C", "O", "C", "C", "C", "N", "H", "H", "H", "H", "H", "H", "H", "H", "H", "H", "H", "C", "O", "C", "C", "C", "N", "H", "H", "H", "H", "H", "H", "H", "H", "H", "H", "H", "C", "O", "C", "C", "C", "N", "H", "H", "H", "H", "H", "H", "H", "H", "H", "H", "H", "C", "O", "C", "C", "C", "N", "H", "H", "H", "H", "H", "H", "H", "H", "H", "H", "H", "C", "C", "O", "H", "H", "H", "H", "H", "H", "C", "C", "O", "H", "H", "H", "H", "H", "H", "C", "C", "O", "H", "H", "H", "H", "H", "H", "C", "C", "O", "H", "H", "H", "H", "H", "H", "C", "C", "O", "H", "H", "H", "H", "H", "H"],
  "xyz": [[-2.297096, 3.909142, -0.064521], [-1.293817, 4.814403, 0.070707], [-0.009646, 4.369199, -0.257377], [0.824802, 5.576475, -0.082169], [0.602422, 6.529985, -1.257704], [2.256454, 5.248364, 0.092774], [-3.231153, 4.417472, 0.229551], [-2.138841, 2.970307, 0.461136], [-2.453433, 3.680255, -1.118880], [0.276235, 3.598303, 0.507887], [-0.005188, 3.910535, -1.241460], [0.430498, 6.096317, 0.811055], [-0.450458, 6.556693, -1.444333], [1.178175, 6.225327, -2.131381], [0.949299, 7.549933, -0.969725], [2.391650, 5.174673, 1.079357], [2.756767, 6.074403, -0.162050], [2.196049, 0.121753, -4.590396], [2.063215, 1.504673, -4.494194], [2.954496, 2.076059, -5.400997], [2.698928, 3.543527, -5.547468], [3.476338, 4.046014, -6.737558], [2.924183, 4.379066, -4.372554], [1.846279, -0.221728, -5.595954], [1.464166, -0.278732, -3.845642], [3.212789, -0.239523, -4.433584], [3.991725, 1.873718, -5.035500], [2.926180, 1.693733, -6.397243], [1.648818, 3.551630, -5.820048], [4.523294, 3.817279, -6.743135], [3.354072, 5.124573, -6.781701], [3.062582, 3.675738, -7.647410], [3.875061, 4.339488, -4.163544], [2.466196, 3.973787, -3.579719], [-1.241083, -2.988636, 3.667450], [-0.939686, -3.712961, 4.852413], [0.407830, -3.639729, 5.291436], [0.555478, -4.499265, 6.529034], [-0.162439, -5.844201, 6.240944], [-0.119612, -3.816885, 7.642665], [-2.298702, -2.715153, 3.652427], [-0.976570, -3.601756, 2.808017], [-0.706874, -2.015050, 3.600008], [1.018573, -3.983545, 4.469025], [0.760624, -2.645490, 5.501134], [1.572364, -4.633801, 6.856406], [0.201958, -6.644484, 6.940576], [0.177777, -6.197004, 5.219250], [-1.231563, -5.711903, 6.277681], [-1.065031, -3.581548, 7.363664], [-0.188305, -4.429689, 8.418647], [-6.165463, -5.051784, 1.341104], [-5.582036, -4.104916, 0.432541], [-4.834836, -3.196130, 1.199337], [-4.007926, -2.311749, 0.259913], [-4.815694, -1.098780, -0.129760], [-3.620082, -3.064081, -0.919694], [-5.336683, -5.691204, 1.660122], [-6.777045, -5.711792, 0.727000], [-6.724043, -4.627279, 2.165520], [-5.487563, -2.554233, 1.792829], [-4.175356, -3.746306, 1.855537], [-3.166165, -1.962534, 0.844789], [-5.786730, -1.441624, -0.552998], [-4.268956, -0.442827, -0.817521], [-5.014463, -0.491437, 0.759689], [-3.498349, -2.490622, -1.727919], [-4.336640, -3.736093, -1.113011], [-4.745988, -1.765020, -4.258349], [-3.487259, -2.094550, -3.731280], [-2.912986, -3.077018, -4.592917], [-1.473522, -3.291836, -4.243832], [-0.678311, -2.107036, -4.721037], [-0.956034, -4.477047, -4.838339], [-4.715233, -1.289333, -5.235097], [-5.180674, -1.062101, -3.601801], [-5.491037, -2.597827, -4.257796], [-3.537959, -3.964006, -4.372027], [-3.065072, -2.822865, -5.662511], [-1.429522, -3.348886, -3.124125], [0.352382, -2.287285, -4.578309], [-0.877200, -1.199520, -4.131246], [-0.862969, -1.967093, -5.760578], [-1.255683, -5.384407, -4.513500], [0.020557, -4.475204, -5.028915], [0.657501, 9.064067, 5.985625], [0.981957, 8.226226, 4.909013], [0.499529, 6.855771, 5.163541], [0.668136, 5.996067, 3.925188], [0.584721, 4.529145, 4.332011], [1.893964, 6.199944, 3.234128], [-0.455077, 8.970951, 6.170785], [0.881214, 10.089241, 5.642012], [1.130554, 8.817135, 6.919848], [1.096321, 6.485931, 6.048167], [-0.511315, 6.932174, 5.448920], [-0.099193, 6.144530, 3.207069], [-0.229846, 4.342547, 5.072849], [1.482836, 4.345077, 4.945365], [0.637396, 3.932294, 3.461516], [1.933296, 7.110406, 2.779051], [2.681577, 6.162520, 3.864430], [3.601994, -3.883258, -2.495177], [2.341212, -4.673157, -2.837939], [2.261677, -4.993516, -4.224368], [3.731372, -3.080222, -3.213530], [4.522374, -4.480310, -2.468440], [3.543717, -3.466029, -1.419500], [1.407758, -4.042849, -2.666856], [2.296980, -5.545998, -2.254870], [2.922623, -5.613503, -4.463855], [3.477506, 0.874481, -1.147204], [2.336623, 1.907747, -1.091373], [2.867385, 3.140229, -1.615770], [3.773856, 0.766900, -2.192423], [3.153521, -0.105179, -0.753204], [4.315149, 1.239107, -0.564035], [1.959719, 2.084269, -0.101246], [1.445679, 1.648191, -1.727822], [2.809305, 3.788854, -0.917847], [1.010252, -4.637561, 0.410912], [-0.467011, -4.751643, 0.001080], [-0.833842, -3.483111, -0.381597], [1.102094, -3.885020, 1.134440], [1.506671, -4.322967, -0.477469], [1.311076, -5.595354, 0.740529], [-1.061237, -5.083508, 0.860781], [-0.564334, -5.539526, -0.782806], [-1.854972, -3.485771, -0.441644], [1.984257, -0.013393, 3.408906], [2.746807, -1.284457, 2.923110], [2.507079, -1.502662, 1.586496], [2.096563, 0.730069, 2.620465], [2.294166, 0.392352, 4.358762], [0.944474, -0.248295, 3.453251], [2.428825, -2.115863, 3.553088], [3.835534, -1.117707, 2.987949], [1.569546, -1.481071, 1.394800], [-0.979914, -0.125287, -1.134876], [-0.866351, 0.079000, 0.358657], [-0.283691, -1.025820, 1.057199], [-1.263779, 0.744285, -1.634640], [-1.635252, -1.007900, -1.314507], [0.052046, -0.445816, -1.315437], [-1.850901, 0.329281, 0.778144], [-0.219907, 0.906671, 0.523821], [-0.451463, -1.886024, 0.583707]],
  "forces_ev_per_a": [[-1.7, -0.2, -0.9], [0.3, 1.2, 0.5], [-0.4, -1.4, 1.5], [0.9, 1.2, -0.4], [1.2, 0.6, 0.8], [-0.9, 0.0, -0.3], [0.3, -0.5, 0.3], [0.0, -0.2, 0.4], [0.0, -0.4, -0.4], [0.0, 0.2, -0.6], [0.3, 0.0, -0.4], [0.2, -0.3, -0.2], [-0.6, 0.2, -0.4], [-0.2, -0.2, -0.1], [-0.3, -0.6, -0.3], [0.3, -0.3, 0.9], [0.6, 0.5, -0.3], [-2.0, -1.0, 0.2], [0.1, 0.0, -0.4], [1.7, 0.8, 1.2], [0.0, 0.1, 0.0], [-0.5, 1.1, 0.1], [-1.7, 0.0, -1.1], [0.3, 0.1, 0.5], [0.9, -0.1, -0.4], [0.1, 0.0, 0.2], [-0.3, 0.2, -0.2], [-0.5, -1.0, -0.8], [-0.4, 0.5, 0.1], [0.7, -0.2, 0.3], [0.2, 0.2, 0.0], [-0.3, -0.5, -0.8], [2.0, 0.0, 0.5], [-0.3, -0.3, 0.6], [0.6, 0.7, 0.4], [-0.5, 0.7, 0.4], [0.2, -0.3, -0.5], [-2.1, -0.5, 0.2], [2.4, -1.1, -0.6], [0.3, 1.0, -0.6], [0.0, -0.4, 0.1], [0.0, 0.1, -0.3], [0.0, -0.6, 0.1], [0.6, -0.5, -0.3], [-0.3, 0.9, 0.2], [0.6, -0.1, -0.4], [-0.6, 0.7, -0.4], [-0.7, 0.2, 0.9], [-0.2, -0.1, -0.1], [0.0, 0.0, 0.0], [-0.1, -0.6, 0.8], [0.8, -0.9, -1.7], [-1.0, -0.1, 1.0], [0.6, 0.4, -0.7], [-0.8, 0.3, -0.1], [-0.7, 0.5, 0.1], [1.0, -0.6, 1.0], [-0.1, 0.1, 0.7], [-0.4, 0.2, 0.1], [0.0, 0.3, 0.1], [-0.1, 0.0, 0.2], [0.3, -0.3, 0.4], [0.6, 0.0, 0.0], [0.6, 0.5, 0.0], [-0.2, -0.3, -0.1], [-0.2, 0.0, -0.1], [0.1, 0.5, -0.6], [-0.3, -0.4, -0.2], [-0.9, -0.3, 0.4], [0.1, 0.3, -1.1], [-1.2, -0.9, 0.3], [0.0, 0.2, 1.6], [-0.4, 0.5, 1.1], [-0.4, -0.8, -1.1], [0.3, -0.2, -0.3], [-0.4, 1.0, 0.9], [0.8, 0.0, -0.3], [0.5, -0.3, -0.5], [0.2, 0.0, 0.4], [0.0, 0.2, -0.5], [1.4, -0.3, 0.0], [-0.3, -0.2, -0.4], [-0.1, 0.4, -0.9], [-0.1, 0.3, 0.3], [0.7, 0.0, 0.1], [-1.9, 0.5, -0.9], [-0.3, -1.6, 0.0], [2.2, 1.6, 0.2], [0.0, -0.7, 1.0], [0.5, 1.0, 2.3], [1.2, 0.3, -1.0], [0.9, 0.4, 0.0], [0.0, -0.4, 0.5], [0.6, -0.2, 0.4], [-0.5, 0.0, -0.8], [-1.5, -0.1, 0.4], [-1.0, 0.6, -0.5], [0.1, -0.1, -1.1], [0.0, -0.2, -0.3], [-0.4, -1.0, -0.7], [-0.1, -0.1, 0.3], [0.2, 0.0, 0.1], [-0.1, 0.4, 1.8], [-0.5, 2.0, -0.8], [-1.0, 0.8, 0.1], [0.0, 0.2, 0.1], [-0.3, -0.2, -0.3], [-0.1, -0.4, -1.7], [1.2, -0.8, 0.0], [-0.3, -1.3, 0.9], [1.0, -0.9, -0.2], [-1.3, -0.2, 0.0], [0.4, 0.2, -1.6], [-0.2, -1.2, -0.5], [0.1, 0.0, 0.1], [0.2, 0.3, -0.1], [0.1, 0.0, 0.1], [0.0, -0.1, 0.8], [0.9, -0.2, 0.4], [-0.1, 1.0, 0.6], [-2.0, -0.6, -1.3], [1.4, -1.3, 0.9], [-2.6, 1.1, -0.6], [0.3, 0.9, 1.3], [0.8, 0.1, -0.4], [0.9, -0.9, 0.5], [-0.1, -0.1, 0.0], [-0.1, 0.6, 0.1], [1.2, 0.3, -0.5], [0.8, -0.6, -0.9], [0.1, 1.6, 1.3], [0.4, -0.6, -1.3], [0.1, 0.3, 0.1], [0.3, 0.0, 0.3], [-0.9, -0.1, 0.1], [0.3, -0.3, 0.1], [-0.4, -0.2, 0.3], [-0.7, 0.3, 0.0], [1.0, -2.9, 1.7], [-1.0, -0.3, 0.3], [-0.3, -0.8, -0.6], [-0.4, 1.3, -1.0], [0.3, 0.7, -0.3], [-0.1, 0.1, -1.1], [0.1, -0.1, 0.2], [0.6, 0.8, 0.4], [-0.1, 0.8, 0.2]]
}

{
  "formula": "C2H4ClN",
  "method": "wB97M-V/def2-TZVPD",
  "fmax_ev_per_a": 2.749,
  "homo_lumo_gap_ev": 10.160,
  "total_charge": 0,
  "smiles": "C=C=N.Cl",
  "energy_ha": -593.47858,
  "relative_energy_kcal_mol": 39.3,
  "elements": ["C", "C", "N", "H", "H", "H", "Cl", "H"],
  "xyz": [[0.773680, 0.416671, 0.735469], [0.589465, -0.353061, -0.339925], [0.255682, -1.251592, -1.076112], [0.259102, 1.319254, 0.762786], [1.747744, 0.352262, 1.067018], [0.084166, -1.177103, -2.107610], [-2.484480, 0.237155, 0.436423], [-1.225358, 0.456412, 0.521953]],
  "forces_ev_per_a": [[0.1, -1.5, -2.3], [-0.5, -0.5, 0.3], [-0.8, 0.4, -1.2], [-0.8, 1.5, 0.5], [1.9, 0.2, 1.2], [1.0, 0.0, 1.4], [-0.5, 0.1, -0.1], [-0.3, -0.2, 0.3]]
}